(1)
A structure of composition C51H59Ge2KN2. Source: OMol25; level of theory: ωB97M-V/def2-TZVPD.

The highest occupied orbital energy (spin up / spin down) is -3.49 / -3.96 eV. The energy above the lowest of the compared OMol25 structures with the same formula, charge and spin is 0.0 kJ/mol. For the LUMO energy (spin up / spin down), the calculation gives 2.01 / 2.01 eV. The calculation puts the total energy at -186185.60245 eV. The net charge is -1. The calculation puts the gap between HOMO and LUMO (spin up / spin down) at 5.500 / 5.965 eV. As for the spin multiplicity: 2.

Geometry (Å):
K: -1.09754 0.21910 1.24877
C: 2.11684 2.03219 -2.87996
C: 1.62344 2.04721 -1.43147
C: 2.78493 1.86789 -0.45091
C: 0.83451 3.30519 -1.10950
C: 1.46954 4.54106 -1.13293
C: 0.79978 5.70002 -0.77621
C: -0.51455 5.61544 -0.34286
C: -1.18935 4.40039 -0.30322
C: -2.60049 4.37497 0.25783
C: -2.61116 3.72811 1.64582
C: -3.66445 3.75779 -0.65381
C: -0.52424 3.24308 -0.74226
N: -1.16962 1.99601 -0.76262
C: -1.50925 1.50092 -1.93659
C: -1.85554 0.11772 -2.13652
N: -1.81533 -0.78256 -1.17282
C: -1.86449 -2.13908 -1.53640
C: -2.98043 -2.92892 -1.21976
C: -2.97078 -4.27866 -1.56498
C: -1.88568 -4.85723 -2.19764
C: -0.77615 -4.07546 -2.48627
C: -0.74336 -2.72631 -2.16621
C: 0.50513 -1.90003 -2.42789
C: 1.38162 -1.87372 -1.17358
C: 1.31100 -2.36941 -3.63734
C: -4.20572 -2.39898 -0.49280
C: -3.93998 -2.23708 1.00599
C: -4.82243 -1.12825 -1.08322
C: -2.16650 -0.06264 -3.57808
C: -2.57372 -1.10918 -4.36584
C: -2.78095 -0.88374 -5.75319
C: -2.59154 0.33800 -6.34279
C: -2.17612 1.44397 -5.55139
C: -1.94429 2.77495 -5.99382
C: -1.55670 3.73108 -5.09204
C: -1.36863 3.45524 -3.71163
C: -1.57945 2.17827 -3.25705
C: -1.98015 1.19846 -4.19934
H: 2.64571 1.09829 -3.08791
H: 2.81021 2.85725 -3.06528
H: 1.28710 2.12247 -3.58310
H: 0.95520 1.19364 -1.30520
H: 3.49697 2.69424 -0.51974
H: 3.32835 0.94335 -0.65701
H: 2.43139 1.81453 0.58076
H: 2.51100 4.59712 -1.42980
H: 1.30448 6.65762 -0.80897
H: -1.03364 6.51401 -0.02587
H: -2.87914 5.42473 0.39914
H: -2.30166 2.68231 1.59650
H: -3.61111 3.75985 2.08558
H: -1.92126 4.24073 2.31811
H: -3.57149 2.67410 -0.69452
H: -3.57969 4.13950 -1.67285
H: -4.66221 4.00204 -0.28028
H: -3.83982 -4.88407 -1.32946
H: -1.89807 -5.90830 -2.45761
H: 0.07783 -4.53158 -2.97080
H: 0.20271 -0.87392 -2.63636
H: 1.72402 -2.88341 -0.93071
H: 0.82985 -1.49855 -0.30887
H: 2.25757 -1.23534 -1.31295
H: 1.78304 -3.34015 -3.46891
H: 2.10993 -1.65448 -3.84493
H: 0.67916 -2.44075 -4.52481
H: -4.95974 -3.18712 -0.58930
H: -3.21361 -1.44506 1.19154
H: -3.54259 -3.15498 1.44144
H: -4.85782 -1.96993 1.53548
H: -4.21827 -0.25196 -0.85447
H: -5.82378 -0.97287 -0.67386
H: -4.90464 -1.19955 -2.16955
H: -2.73828 -2.10035 -3.96476
H: -3.09886 -1.72067 -6.36384
H: -2.75746 0.46634 -7.40615
H: -2.07508 3.02712 -7.03978
H: -1.38125 4.74263 -5.43886
H: -1.05386 4.25412 -3.05330
C: 3.25644 -4.00786 4.13113
Ge: 1.49391 -3.20314 3.71477
C: 0.87966 -4.21671 2.12547
C: 0.30186 -3.78038 5.18415
Ge: 1.35938 -0.77862 3.34831
C: 3.17592 -0.51422 2.53440
C: 4.01727 0.53664 2.91358
C: 5.22120 0.78210 2.26552
C: 5.62842 -0.02450 1.21108
C: 4.81553 -1.07945 0.81847
C: 3.61240 -1.31248 1.47167
C: 1.75460 -0.17509 5.22842
C: 0.95593 0.76786 5.87420
C: 1.21715 1.18543 7.17613
C: 2.29777 0.66313 7.86921
C: 3.11352 -0.27559 7.24862
C: 2.84174 -0.68350 5.95010
H: 3.16401 -5.09686 4.09240
H: 3.60235 -3.73273 5.12854
H: 4.00772 -3.69502 3.40456
H: 0.80344 -5.28328 2.35253
H: 1.58169 -4.10161 1.29640
H: -0.09709 -3.86913 1.78153
H: 0.33503 -4.86484 5.31211
H: -0.73019 -3.48978 4.97897
H: 0.60903 -3.30865 6.11928
H: 3.72554 1.18054 3.73742
H: 5.84410 1.61005 2.58594
H: 6.56627 0.16569 0.70305
H: 5.11729 -1.72376 -0.00038
H: 2.99685 -2.14447 1.14093
H: 0.10663 1.18994 5.34558
H: 0.57505 1.92227 7.64572
H: 2.50702 0.98487 8.88255
H: 3.96498 -0.68968 7.77725
H: 3.49817 -1.40590 5.47619



(2)
A structure of composition C51H61AsCsN7O5SSe3Te in a non-equilibrium geometry. Source: OMol25; level of theory: ωB97M-V/def2-TZVPD.

The highest occupied orbital energy is -0.53 eV. The energy above the lowest of the compared OMol25 structures with the same formula, charge and spin is 247.3 kJ/mol. For the LUMO energy, the calculation gives 2.45 eV. The calculation puts the total energy at -350099.39631 eV. The net charge is -2. The calculation puts the gap between HOMO and LUMO at 2.981 eV.

Geometry (Å):
Cs: -12.67028 -6.02552 19.82905
C: -14.34786 -9.73622 16.54569
C: -13.54061 -8.59936 16.91245
N: -12.84064 -8.52719 18.06081
C: -12.62340 -9.73058 18.70326
C: -13.20106 -10.95804 18.24131
C: -14.13546 -10.88186 17.18993
C: -13.03343 -12.07634 19.00769
C: -12.44826 -12.00902 20.25782
C: -11.82698 -10.89240 20.72177
C: -11.82648 -9.69255 19.96471
N: -11.34289 -8.53000 20.47056
C: -10.40149 -8.60738 21.47459
C: -9.28040 -9.52660 21.42184
C: -8.18376 -9.35003 22.28100
C: -8.04645 -8.27547 23.06720
C: -9.17222 -7.50904 23.36899
C: -9.23663 -6.61500 24.45254
C: -10.41137 -5.96422 24.79110
C: -11.51180 -6.18262 23.93039
N: -11.53152 -6.96072 22.87295
C: -10.42927 -7.69352 22.60928
H: -15.02576 -9.65652 15.66675
H: -13.67503 -7.63829 16.39397
H: -14.66020 -11.81764 17.06073
H: -13.41806 -13.05807 18.64203
H: -12.48022 -12.87538 20.88330
H: -11.21100 -10.93564 21.66087
H: -9.38324 -10.37157 20.74431
H: -7.36932 -10.04191 22.15420
H: -7.15689 -8.18269 23.69466
H: -8.24931 -6.48132 24.93463
H: -10.52280 -5.23004 25.56478
H: -12.44777 -5.60885 24.09139
Se: -13.20940 -1.15851 24.64133
Se: -13.42400 -2.79214 26.35265
Te: -15.84455 -3.40090 26.17511
Se: -15.36954 -5.50980 25.07407
O: -13.76997 -3.91060 22.57717
H: -14.13607 -4.35150 23.33665
H: -13.37697 -3.11450 22.98164
O: -10.68976 -4.18679 14.90999
H: -10.15882 -4.05368 14.11495
H: -11.43597 -4.71299 14.56941
O: -14.43273 -3.42561 19.79866
H: -14.46271 -3.12460 20.75030
H: -14.03497 -2.67586 19.27285
O: -11.17975 -5.32279 17.31317
H: -10.87162 -4.84098 16.49623
H: -10.53912 -6.02927 17.46858
C: -19.86107 -2.78392 23.36898
C: -19.48084 -1.43826 22.79291
C: -20.26221 -0.96592 21.49459
N: -20.17185 -1.92332 20.35219
C: -19.41710 -1.87332 19.21751
S: -18.44893 -3.23198 18.82117
N: -19.57650 -0.82038 18.35335
C: -20.37011 0.37471 18.51546
O: -19.84692 1.47002 18.40486
C: -21.86379 0.18658 18.53151
C: -22.60331 1.31474 18.91841
C: -23.96272 1.20247 19.05603
C: -24.59192 -0.04866 18.86312
C: -23.85290 -1.14680 18.44913
C: -22.46519 -1.09197 18.32600
H: -19.55414 -2.81122 24.45777
H: -19.45616 -3.66204 22.89217
H: -20.94181 -2.91414 23.26144
H: -18.40955 -1.43561 22.50759
H: -19.54590 -0.60489 23.54179
H: -19.84850 -0.02017 21.15588
H: -21.31002 -0.79986 21.75211
H: -20.28196 -2.85952 20.69501
H: -18.71854 -0.57592 17.85936
H: -22.05686 2.26112 18.92856
H: -24.58199 2.05770 19.36656
H: -25.65702 -0.16193 18.98082
H: -24.34183 -2.09080 18.28083
H: -21.86136 -1.98739 18.06762
C: -18.43950 -7.40121 23.20681
C: -17.42392 -7.45307 22.06358
C: -18.08555 -7.91698 20.78580
C: -16.24744 -8.37581 22.30994
N: -16.93570 -6.12067 21.81685
N: -16.03065 -6.01803 20.71472
H: -19.33981 -6.87361 22.93344
H: -17.99020 -6.80218 24.02124
H: -18.67807 -8.43311 23.55261
H: -18.66356 -8.78940 21.10388
H: -17.36668 -8.20200 19.99746
H: -18.87532 -7.21641 20.37848
H: -16.61485 -9.43513 22.43057
H: -15.67765 -8.14781 23.18600
H: -15.51147 -8.30319 21.48895
H: -16.34805 -5.83691 22.62605
H: -16.18780 -5.06875 20.37870
H: -16.38250 -6.56559 19.94311
C: -8.38414 1.57582 16.42010
C: -9.38796 1.77536 17.43152
C: -9.54033 0.85350 18.46939
C: -8.66048 -0.20156 18.52969
C: -7.59201 -0.35984 17.66769
C: -7.47190 0.54769 16.62089
As: -9.07460 -1.49331 19.91845
C: -8.29408 -0.25615 21.18573
C: -6.93271 -0.01975 21.33247
C: -6.46273 1.16779 21.96116
C: -7.39076 1.85188 22.73704
C: -8.73787 1.46464 22.82414
C: -9.18130 0.54524 21.93598
C: -7.51973 -2.77149 19.72715
C: -6.75976 -3.15277 20.81935
C: -5.93340 -4.24712 20.74546
C: -5.79025 -4.97141 19.57128
C: -6.50671 -4.57892 18.45244
C: -7.42129 -3.50954 18.54763
H: -8.33180 2.14917 15.49774
H: -9.99689 2.67031 17.40957
H: -10.13213 1.09735 19.35683
H: -6.82830 -1.13997 17.85008
H: -6.76341 0.33823 15.85492
H: -6.17389 -0.67813 20.89494
H: -5.39581 1.44871 21.86258
H: -7.02759 2.72992 23.23034
H: -9.42475 1.95215 23.58812
H: -10.28436 0.43234 21.80457
H: -6.78270 -2.53871 21.70296
H: -5.37132 -4.63245 21.62018
H: -5.09141 -5.76621 19.52850
H: -6.61780 -5.18787 17.54722
H: -8.00783 -3.23247 17.64274